Run P
# C2H5N3OS

A single C2H5N3OS molecule (ωB97M-V with the def2-TZVPD basis set, the OMol25 dataset).

Cartesian coordinates (Å):
H: -1.09 -2.62 0.01
N: -1.48 -1.73 -0.29
C: -0.69 -0.76 -0.04
N: -0.99 0.54 -0.33
N: -0.70 1.61 0.54
S: 0.85 -1.02 0.79
C: 1.97 -0.13 -0.35
O: 3.15 -0.08 -0.21
H: -1.92 0.61 -0.77
H: -0.80 1.32 1.48
H: 0.28 1.89 0.35
H: 1.43 0.37 -1.19

Properties
SMILES = [H]/N=C(/NN)SC=O
Multiplicity = 1
Total charge = 0

---

Run Q
# C2H5N3OS

A single C2H5N3OS molecule (ωB97M-V with the def2-TZVPD basis set, the OMol25 dataset).

Cartesian coordinates (Å):
H: -1.03 2.99 2.32
N: -1.31 2.04 2.10
C: -0.79 1.64 1.00
N: -0.97 0.40 0.42
S: -0.37 -0.03 -1.13
C: 0.97 -1.19 -0.70
N: 1.03 -1.29 0.67
O: 1.75 -1.61 -1.49
H: -0.04 2.19 0.41
H: -1.72 -0.16 0.79
H: 1.77 -1.84 1.02
H: 0.58 -0.64 1.30

Properties
SMILES = [H]/N=C/NSC(N)=O
Multiplicity = 1
Total charge = 0

---

Verdict on stability: run P comes out at the bottom.